[1]
{"formula": "C6H15NO", "method": "the ωB97M-V functional and the def2-TZVPD basis", "homo_energy_ev": -9.652, "orbital_gap_ha": 0.385, "charge": 0, "e_lumo_ev": 0.823, "smiles": "CCC(N)=O.CCC", "e_above_lowest_kcal_mol": 22.02, "species": ["C", "C", "C", "N", "O", "H", "H", "H", "H", "H", "H", "H", "C", "C", "C", "H", "H", "H", "H", "H", "H", "H", "H"], "positions_angstrom": [[-0.737, -1.756, 2.947], [-0.339, -0.933, 1.711], [-1.327, -0.944, 0.584], [-1.279, -1.938, -0.370], [-2.221, -0.121, 0.549], [-1.426, -1.219, 3.605], [0.238, -1.803, 3.495], [-1.192, -2.717, 2.698], [-0.142, 0.106, 2.078], [0.670, -1.130, 1.271], [-2.127, -2.313, -0.769], [-0.685, -2.748, -0.252], [0.210, 2.638, -1.640], [1.528, 1.856, -1.682], [1.271, 0.372, -1.433], [-0.393, 2.629, -2.550], [0.470, 3.717, -1.560], [-0.420, 2.372, -0.759], [2.007, 1.852, -2.684], [2.327, 2.241, -1.038], [0.612, 0.170, -0.599], [0.789, -0.078, -2.298], [2.165, -0.254, -1.306]], "forces_ev_per_a": [[1.2, 0.4, 0.1], [1.5, 1.1, -0.2], [-1.6, 0.4, 0.3], [0.6, -1.4, 0.0], [0.0, 0.0, -0.1], [0.0, 0.1, -0.4], [-1.0, -0.7, -0.1], [0.4, -0.1, 0.2], [-0.8, -0.6, -0.6], [-0.6, -0.8, 0.6], [-0.4, 1.0, 0.0], [0.5, 0.5, 0.4], [0.6, 1.5, 0.6], [0.2, -1.1, -0.9], [0.3, -0.7, -0.1], [0.1, -0.7, 0.0], [-0.3, -0.5, 0.2], [0.4, 0.1, -0.7], [-0.4, 0.5, 0.3], [-0.5, 0.1, 0.3], [-0.1, 0.2, 0.3], [-0.3, 0.1, -0.2], [0.1, 0.4, 0.1]]}

=====

[2]
{"formula": "C6H15NO", "method": "the ωB97M-V functional and the def2-TZVPD basis", "homo_energy_ev": -8.264, "orbital_gap_ha": 0.341, "charge": 0, "e_lumo_ev": 1.010, "e_above_lowest_kcal_mol": 117.68, "species": ["C", "C", "C", "H", "H", "H", "H", "H", "H", "H", "H", "C", "C", "C", "O", "N", "H", "H", "H", "H", "H", "H", "H"], "positions_angstrom": [[0.653, 0.534, 0.600], [0.608, 2.055, 0.466], [2.035, 0.013, 0.243], [0.423, 0.271, 1.635], [-0.978, 0.892, -0.171], [0.780, 2.357, -0.570], [1.354, 2.521, 1.116], [-0.366, 2.446, 0.769], [2.118, -1.069, 0.353], [2.793, 0.437, 0.909], [2.302, 0.277, -0.782], [-0.655, -1.851, 0.392], [-0.251, -0.603, -1.777], [-0.676, -0.516, -0.325], [-2.398, 0.163, 1.119], [-1.934, 0.157, -0.258], [-3.333, 0.380, 1.031], [-0.892, -1.738, 1.446], [-1.414, -2.491, -0.064], [0.724, -1.074, -1.870], [-0.984, -1.206, -2.314], [-0.220, 0.385, -2.234], [0.310, -2.341, 0.286]], "forces_ev_per_a": [[-0.5, -1.7, -0.4], [-0.7, -0.3, -0.3], [0.0, -0.1, 0.1], [-0.1, 0.0, -0.1], [-4.5, 0.3, -0.5], [0.1, 0.1, 0.0], [0.0, -0.1, -0.1], [0.0, 0.1, 0.0], [-0.1, 0.0, -0.1], [0.0, 0.1, -0.1], [0.1, 0.0, 0.0], [0.1, 0.0, -0.2], [-0.3, 0.0, 0.2], [3.1, -1.4, 1.6], [0.3, -0.2, -0.1], [2.3, 3.3, 0.2], [0.2, 0.0, -0.2], [0.0, 0.0, 0.0], [-0.1, 0.0, 0.0], [0.0, 0.0, 0.0], [0.0, 0.0, -0.1], [0.0, 0.1, -0.1], [0.1, 0.0, 0.0]]}

=====

[3]
{"formula": "C6H15NO", "method": "the ωB97M-V functional and the def2-TZVPD basis", "homo_energy_ev": -7.668, "orbital_gap_ha": 0.315, "charge": 0, "e_lumo_ev": 0.912, "smiles": "CC/C=C/NCC.O", "e_above_lowest_kcal_mol": 34.74, "species": ["C", "C", "C", "C", "N", "C", "C", "H", "H", "H", "H", "H", "H", "H", "H", "H", "H", "H", "H", "H", "O", "H", "H"], "positions_angstrom": [[2.135, 2.282, 0.410], [0.770, 2.222, -0.254], [0.030, 0.932, -0.017], [-1.104, 0.820, 0.686], [-1.762, -0.339, 0.984], [-1.429, -1.594, 0.332], [-0.415, -2.404, 1.119], [2.902, 1.760, -0.180], [2.441, 3.326, 0.485], [2.133, 1.837, 1.404], [0.922, 2.353, -1.324], [0.201, 3.083, 0.107], [0.586, 0.063, -0.354], [-1.514, 1.740, 1.096], [-2.675, -0.293, 1.400], [-2.368, -2.150, 0.256], [-1.122, -1.376, -0.685], [-0.043, -3.250, 0.546], [-0.863, -2.738, 2.042], [0.459, -1.781, 1.344], [1.192, -1.455, -2.634], [1.994, -1.141, -3.062], [0.760, -0.655, -2.314]], "forces_ev_per_a": [[0.5, -0.1, -0.1], [-0.3, -0.1, 0.2], [0.4, 0.1, 0.0], [0.5, 0.4, -0.1], [-0.3, -0.3, 0.1], [-0.7, 0.1, 0.4], [0.6, 0.5, -0.5], [-0.2, 0.0, 0.1], [0.2, 0.0, 0.1], [-0.1, 0.1, 0.1], [-0.1, 0.2, -0.2], [-0.3, -0.1, -0.1], [-0.2, -0.2, 0.0], [-0.3, -0.2, 0.0], [0.1, 0.3, -0.1], [0.1, -0.1, -0.1], [0.3, -0.1, -0.2], [-0.1, -0.2, 0.0], [0.0, -0.2, 0.3], [-0.2, -0.1, 0.1], [0.0, 0.1, 0.0], [0.0, 0.0, 0.0], [0.0, 0.0, 0.0]]}

=====

[4]
{"formula": "C6H15NO", "method": "the ωB97M-V functional and the def2-TZVPD basis", "homo_energy_ev": -8.852, "orbital_gap_ha": 0.357, "charge": 0, "e_lumo_ev": 0.862, "smiles": "C[C@@H]1CCCN1C.O", "e_above_lowest_kcal_mol": 77.76, "species": ["C", "C", "C", "C", "C", "N", "C", "H", "H", "H", "H", "H", "H", "H", "H", "H", "H", "H", "H", "H", "O", "H", "H"], "positions_angstrom": [[1.233, -0.684, -1.051], [0.325, -0.440, 0.086], [-0.637, 0.739, -0.074], [-0.154, 1.871, 0.646], [1.134, 1.370, 1.476], [1.243, -0.165, 1.244], [0.652, -0.844, 2.518], [1.679, 0.199, -1.554], [2.168, -1.141, -0.516], [0.957, -1.222, -1.953], [-0.365, -1.389, 0.242], [-0.683, 0.878, -1.131], [-1.679, 0.523, 0.299], [-0.883, 2.390, 1.362], [0.104, 2.751, -0.029], [2.117, 1.760, 0.962], [1.072, 1.572, 2.551], [0.140, -0.329, 3.283], [-0.150, -1.710, 2.281], [1.521, -1.324, 3.008], [-2.924, -1.336, -3.880], [-3.204, -2.111, -3.443], [-3.420, -1.076, -4.627]], "forces_ev_per_a": [[3.8, -0.3, -0.8], [-1.7, -1.5, 1.1], [-2.4, -2.5, -0.7], [2.1, 4.5, 2.6], [1.2, -0.7, -2.5], [-3.3, 0.8, 2.7], [0.4, -3.2, -1.9], [-0.4, 0.3, 0.8], [-1.6, 0.3, -1.6], [-0.7, -0.7, 0.4], [1.8, 1.6, 0.0], [-0.5, 0.5, -0.8], [1.0, -0.3, -0.6], [0.7, -1.1, -0.8], [0.1, -1.1, 0.7], [-1.9, -0.2, 1.4], [0.3, 0.2, -0.4], [-0.5, 1.7, 0.5], [2.1, 1.8, 0.1], [-0.6, 0.0, -0.2], [2.1, 1.4, 0.9], [-0.9, -1.2, 0.1], [-1.1, -0.2, -1.0]]}

=====

[5]
{"formula": "C6H15NO", "method": "the ωB97M-V functional and the def2-TZVPD basis", "spin_multiplicity": 2, "homo_energy_ev": [-13.292, -13.149], "orbital_gap_ha": [0.329, 0.177], "charge": 1, "e_lumo_ev": [-4.327, -8.319], "e_above_lowest_kcal_mol": 74.75, "species": ["C", "C", "C", "C", "C", "C", "N", "H", "H", "H", "H", "H", "H", "H", "H", "H", "H", "H", "H", "H", "H", "H", "O"], "positions_angstrom": [[-1.479, -1.128, 0.302], [-1.427, 0.267, -0.385], [-0.790, 1.143, 0.651], [0.725, 0.842, 0.700], [1.318, 0.683, -0.505], [2.740, 0.351, -0.847], [-2.859, 0.649, -0.558], [-2.414, -1.291, 0.729], [-1.415, -1.995, -0.433], [-0.645, -1.335, 1.084], [-0.936, 0.221, -1.358], [-1.384, 1.045, 1.677], [-0.927, 2.200, 0.435], [1.134, 0.826, 1.746], [0.675, 1.041, -1.427], [3.222, 1.270, -1.060], [3.339, -0.268, -0.122], [2.850, -0.176, -1.705], [-3.381, 0.544, 0.354], [-2.946, 1.689, -0.737], [1.864, -2.635, -0.166], [2.344, -1.707, 0.922], [1.513, -2.115, 0.559]], "forces_ev_per_a": [[2.9, -1.9, -1.1], [-2.8, -1.3, 1.1], [1.2, 0.0, 2.2], [-3.5, 1.0, 3.4], [1.6, 0.5, -3.9], [-0.7, -0.5, 3.6], [-0.1, 1.7, 0.7], [-1.6, 0.1, 1.1], [0.1, 1.2, 0.6], [-1.5, 0.5, -1.4], [-0.3, 0.1, 0.2], [1.7, -0.1, -1.9], [0.3, 0.5, -0.4], [0.3, -0.3, -1.5], [1.5, -0.8, 1.9], [0.7, 1.3, 0.0], [-0.8, 1.2, -0.2], [-0.3, -1.6, -3.0], [0.9, -0.1, -1.3], [0.1, -1.6, -0.1], [-0.1, -0.4, -0.3], [-1.2, -0.8, -0.2], [1.4, 1.0, 0.6]]}

=====

[6]
{"formula": "C6H15NO2", "method": "the ωB97M-V functional and the def2-TZVPD basis", "homo_energy_ev": -9.732, "orbital_gap_ha": 0.388, "charge": 0, "e_lumo_ev": 0.834, "smiles": "CC(C)[C@H](C)C(N)(O)O", "e_above_lowest_kcal_mol": 11.80, "species": ["C", "C", "C", "C", "C", "C", "N", "O", "O", "H", "H", "H", "H", "H", "H", "H", "H", "H", "H", "H", "H", "H", "H", "H"], "positions_angstrom": [[1.546, 0.215, -1.278], [1.238, -0.474, 0.048], [2.002, 0.206, 1.184], [-0.271, -0.572, 0.363], [-0.907, -1.754, -0.371], [-1.103, 0.707, 0.090], [-2.425, 0.490, 0.656], [-1.284, 0.994, -1.267], [-0.474, 1.826, 0.644], [2.613, 0.156, -1.482], [1.260, 1.261, -1.240], [1.016, -0.257, -2.101], [1.598, -1.509, -0.019], [1.639, 1.219, 1.328], [1.874, -0.344, 2.114], [3.064, 0.242, 0.951], [-0.364, -0.750, 1.439], [-0.712, -1.698, -1.441], [-0.486, -2.686, -0.002], [-1.981, -1.767, -0.203], [-3.002, 1.311, 0.504], [-2.363, 0.330, 1.654], [-1.778, 0.270, -1.665], [-0.699, 2.585, 0.092]], "forces_ev_per_a": [[0.0, -0.2, 0.1], [-0.1, 0.2, 0.2], [0.0, -0.1, -0.1], [0.1, 0.1, -0.2], [0.0, 0.2, 0.2], [-0.5, -0.5, 0.6], [-0.1, 0.0, -0.1], [0.1, 0.2, -0.3], [0.3, 0.2, -0.1], [0.1, 0.0, 0.0], [0.0, 0.1, -0.1], [0.0, 0.0, -0.2], [0.0, 0.0, 0.0], [0.0, 0.1, 0.0], [0.0, 0.0, 0.1], [0.1, 0.0, 0.0], [0.0, 0.0, 0.0], [0.0, 0.0, -0.2], [0.0, -0.1, 0.0], [0.0, -0.1, -0.1], [0.1, 0.0, 0.0], [0.0, 0.0, 0.0], [-0.1, 0.0, 0.0], [-0.1, 0.0, 0.0]]}

=====

[7]
{"formula": "C6H15NO2", "method": "the ωB97M-V functional and the def2-TZVPD basis", "homo_energy_ev": [-6.535, -6.525], "orbital_gap_ha": [0.265, 0.265], "charge": 0, "e_lumo_ev": [0.673, 0.673], "e_above_lowest_kcal_mol": 130.01, "species": ["C", "C", "C", "C", "C", "C", "N", "O", "O", "H", "H", "H", "H", "H", "H", "H", "H", "H", "H", "H", "H", "H", "H", "H"], "positions_angstrom": [[-0.626, 0.031, -0.704], [1.598, -0.542, 0.317], [0.039, 0.959, 0.107], [-1.757, -0.839, -0.258], [1.348, -2.008, 0.500], [-0.353, 1.302, 1.514], [-1.476, 2.114, -0.922], [-0.147, -0.336, -1.903], [2.354, -0.335, -0.878], [0.808, -0.126, -1.952], [2.853, 0.485, -0.799], [2.085, -0.075, 1.176], [0.757, 1.608, -0.374], [-2.447, 1.948, -0.653], [-1.442, 2.002, -1.935], [-2.413, -1.014, -1.110], [-2.327, -0.387, 0.547], [-1.377, -1.810, 0.064], [2.285, -2.563, 0.634], [0.725, -2.178, 1.380], [0.849, -2.432, -0.375], [0.531, 1.355, 2.151], [-0.845, 2.273, 1.518], [-1.023, 0.566, 1.956]], "forces_ev_per_a": [[-1.2, 1.1, -1.0], [-0.6, 1.4, 0.2], [2.5, -2.2, 1.0], [-0.1, 0.2, -0.1], [-0.1, 0.0, -0.1], [-0.1, 0.0, -0.1], [-0.2, -1.0, -0.3], [-0.2, 0.1, 0.6], [0.1, 0.0, 0.0], [0.0, 0.1, 0.1], [0.0, -0.1, 0.0], [0.1, -0.1, 0.0], [-0.1, 0.0, -0.1], [-0.1, 0.1, -0.2], [-0.2, 0.1, 0.0], [0.0, 0.0, 0.0], [0.0, 0.0, 0.0], [0.1, 0.0, 0.0], [0.0, 0.1, 0.0], [0.0, 0.0, 0.0], [0.0, 0.0, 0.0], [0.0, 0.0, -0.1], [0.0, 0.0, 0.0], [0.0, 0.0, -0.1]]}

=====

[8]
{"formula": "C6H15NO2", "method": "the ωB97M-V functional and the def2-TZVPD basis", "homo_energy_ev": -9.400, "orbital_gap_ha": 0.375, "charge": 0, "e_lumo_ev": 0.806, "smiles": "C[C@@H](O)C[C@@H](N)[C@@H](C)O", "e_above_lowest_kcal_mol": 29.87, "species": ["C", "C", "O", "C", "C", "N", "C", "C", "O", "H", "H", "H", "H", "H", "H", "H", "H", "H", "H", "H", "H", "H", "H", "H"], "positions_angstrom": [[2.738, 0.059, -0.310], [1.856, 0.534, 0.828], [1.795, 1.957, 0.808], [0.375, -0.086, 0.908], [-0.405, -0.153, -0.393], [0.059, -1.205, -1.305], [-1.967, -0.508, -0.067], [-2.736, 0.632, 0.574], [-2.612, -0.819, -1.310], [2.824, -1.031, -0.323], [3.748, 0.472, -0.205], [2.386, 0.428, -1.280], [2.344, 0.273, 1.774], [1.499, 2.241, -0.073], [-0.157, 0.541, 1.630], [0.453, -1.090, 1.340], [-0.369, 0.801, -0.931], [0.852, -0.904, -1.864], [0.203, -2.079, -0.797], [-2.048, -1.404, 0.561], [-2.431, 0.794, 1.611], [-2.593, 1.561, 0.012], [-3.813, 0.426, 0.568], [-2.000, -1.440, -1.754]], "forces_ev_per_a": [[0.4, -0.1, -0.1], [-1.2, -0.3, 0.1], [-0.2, 0.1, -0.3], [1.5, 0.7, 0.0], [-1.5, -1.1, 0.6], [-0.4, 0.2, 0.0], [0.8, 0.6, -1.3], [-0.1, 0.2, 0.0], [0.4, -0.1, 0.3], [-0.1, 0.1, -0.2], [-0.2, -0.1, 0.2], [-0.1, -0.2, 0.1], [-0.1, 0.2, -0.1], [0.1, -0.1, 0.4], [0.1, -0.1, 0.0], [0.0, 0.0, -0.1], [-0.2, -0.1, 0.0], [-0.2, -0.5, 0.4], [0.4, 0.4, -0.4], [0.5, 0.0, 0.2], [0.0, 0.0, -0.1], [0.1, -0.1, 0.1], [0.3, -0.1, 0.0], [-0.2, 0.5, 0.1]]}

=====

[9]
{"formula": "C6H15NO3", "method": "the ωB97M-V functional and the def2-TZVPD basis", "homo_energy_ev": -9.559, "orbital_gap_ha": 0.363, "charge": 0, "e_lumo_ev": 0.330, "smiles": "C[NH2+]C(=O)[O-].CC(C)CO", "e_above_lowest_kcal_mol": 31.51, "species": ["C", "N", "C", "O", "O", "H", "H", "H", "H", "H", "C", "C", "C", "C", "O", "H", "H", "H", "H", "H", "H", "H", "H", "H", "H"], "positions_angstrom": [[-2.770, 1.089, -2.378], [-2.091, -0.216, -2.405], [-2.684, -1.298, -1.475], [-3.280, -2.171, -2.098], [-2.332, -1.192, -0.298], [-2.024, 1.877, -2.525], [-3.513, 1.134, -3.181], [-3.242, 1.210, -1.399], [-2.070, -0.610, -3.346], [-1.034, -0.093, -2.111], [2.926, -0.608, 1.844], [1.459, -0.176, 1.874], [1.307, 1.298, 2.243], [0.736, -0.524, 0.576], [1.277, 0.116, -0.667], [3.491, -0.053, 1.079], [3.406, -0.406, 2.812], [3.023, -1.683, 1.633], [0.949, -0.776, 2.648], [1.803, 1.939, 1.498], [0.247, 1.588, 2.283], [1.754, 1.501, 3.227], [0.789, -1.615, 0.421], [-0.265, -0.069, 0.613], [2.138, -0.262, -0.868]], "forces_ev_per_a": [[-0.1, 0.6, 0.0], [3.3, 0.7, -0.1], [0.0, -2.8, 1.7], [0.0, 1.0, -0.4], [-0.3, 1.0, -1.0], [-0.3, -0.1, 0.0], [0.1, -0.1, 0.3], [0.1, 0.0, -0.2], [-0.2, 0.0, 0.1], [-2.5, -0.3, -0.4], [0.2, 0.0, 0.0], [0.2, 0.0, -0.1], [0.0, 0.2, 0.0], [0.5, 0.9, -1.0], [-0.4, -0.4, 1.1], [-0.2, -0.1, 0.2], [-0.1, -0.1, -0.3], [0.0, 0.2, 0.1], [0.1, 0.1, -0.2], [-0.1, -0.2, 0.2], [0.3, -0.1, 0.0], [-0.1, 0.0, -0.3], [-0.6, 0.4, 0.1], [0.1, -0.9, 0.0], [0.0, -0.1, 0.1]]}

=====

[10]
{"formula": "C6H15NO3P", "method": "the ωB97M-V functional and the def2-TZVPD basis", "homo_energy_ev": -3.698, "orbital_gap_ha": 0.243, "charge": -1, "e_lumo_ev": 2.911, "smiles": "CC[C@@H]([N+](C)(C)C)P(=O)([O-])[O-]", "e_above_lowest_kcal_mol": 64.36, "species": ["C", "C", "C", "N", "C", "C", "C", "P", "O", "O", "O", "H", "H", "H", "H", "H", "H", "H", "H", "H", "H", "H", "H", "H", "H", "H"], "positions_angstrom": [[-0.460, 2.988, -0.542], [0.079, 1.734, 0.414], [-0.346, 0.219, -0.418], [0.618, -0.859, 0.069], [0.226, -1.967, -0.751], [2.082, -0.601, -0.160], [0.426, -1.172, 1.516], [-2.301, -0.243, -0.147], [-2.305, -0.697, 1.260], [-2.428, -1.435, -1.132], [-3.020, 1.007, -0.521], [0.388, 3.351, -0.988], [-1.139, 3.652, -0.052], [-1.142, 2.511, -1.323], [1.108, 1.917, 0.654], [-0.550, 1.587, 1.324], [-0.032, 0.478, -1.456], [-0.922, -1.828, -0.956], [0.794, -2.058, -1.675], [0.449, -2.883, -0.105], [2.566, -1.571, -0.104], [2.360, -0.199, -1.155], [2.506, -0.036, 0.615], [0.710, -0.442, 2.328], [-0.691, -1.322, 1.728], [1.025, -2.129, 1.579]], "forces_ev_per_a": [[-2.1, -4.8, 0.9], [-3.8, -1.1, -1.9], [1.4, 4.3, 1.4], [0.8, 2.6, -0.1], [-1.1, -3.4, 0.5], [-0.1, -0.8, -1.0], [-0.5, -1.6, 1.3], [0.2, -0.7, -2.6], [0.0, -0.2, 2.1], [0.0, 1.1, 0.4], [0.2, 0.5, 0.0], [1.8, 1.6, -1.1], [0.2, 0.7, 0.6], [1.0, 0.5, 0.9], [0.7, -0.3, 0.1], [0.6, 0.6, -0.5], [-0.4, -0.7, 0.4], [0.9, -0.9, -0.1], [0.2, 0.4, 0.0], [-0.4, 0.7, -1.2], [0.0, -0.3, 0.0], [-0.8, 0.0, 0.5], [0.3, 1.1, 0.9], [0.3, -0.2, -1.6], [1.2, 0.0, -0.8], [-0.6, 1.0, 0.7]]}

=====

Looking at calculated total energy for the records above, in order, we have -10002.802; -9998.654; -10002.251; -10000.385; -9991.998; -12050.899; -12045.774; -12050.116; -14097.402; -23386.945 eV.